No. 1
26
Properties=species:S:1:pos:R:3 method="wB97M-V/def2-TZVPD" homo_lumo_gap_ev=9.78 smiles="N#C[C@@]1([C@@H](O)C=O)CCc2ccccc21" total_charge=0 relative_energy_kcal_mol=21.0 homo_energy_ev=-9.295
C 0.664 0.000 2.257
C 1.703 0.445 -2.735
C 2.503 -0.018 -1.722
C 0.517 1.055 -2.476
C 1.995 -0.164 -0.464
C 0.003 0.921 -1.158
C 0.740 0.298 -0.156
C -1.936 -1.579 1.982
C -1.265 1.475 -0.589
C -1.106 1.290 0.950
C -0.171 0.133 1.127
C -1.026 -1.301 0.865
N 1.357 -0.197 3.147
O -2.109 -2.736 2.306
O -0.153 -2.360 0.639
H 2.132 0.533 -3.666
H 3.334 -0.593 -2.037
H -0.116 1.370 -3.306
H 2.636 -0.698 0.262
H -2.369 -0.754 2.439
H -1.473 2.331 -1.229
H -1.986 0.780 -0.889
H -0.633 2.186 1.476
H -2.023 1.164 1.546
H -1.548 -1.093 -0.029
H 0.330 -2.488 1.459

=====

No. 2
5
Properties=species:S:1:pos:R:3 method="wB97M-V/def2-TZVPD" homo_lumo_gap_ev=7.08 total_charge=0 relative_energy_kcal_mol=27.2 homo_energy_ev=-8.639
P 0.598 -0.288 1.115
P -1.013 -0.153 -0.239
S 1.854 -1.210 0.030
H 0.278 0.692 -1.275
H -1.718 0.959 0.369

=====

No. 3
9
Properties=species:S:1:pos:R:3 method="wB97M-V/def2-TZVPD" homo_lumo_gap_ev="7.05 / 10.72" spin_multiplicity=3 total_charge=0 relative_energy_kcal_mol=20.4 homo_energy_ev="-6.611 / -11.467"
B 2.043 -0.032 0.025
C -0.534 1.009 -0.158
C -1.560 -0.048 -0.026
O 0.726 0.615 -0.096
H 2.497 -0.266 -1.077
H 2.353 -0.125 1.189
H -1.187 -1.041 0.089
H -2.091 -0.077 0.977
H -2.248 -0.036 -0.924

=====

No. 4
7
Properties=species:S:1:pos:R:3 method="wB97M-V/def2-TZVPD" homo_lumo_gap_ev="6.89 / 7.73" total_charge=0 relative_energy_kcal_mol=34.6 homo_energy_ev="-9.826 / -10.107"
O 2.122 1.404 0.686
O -1.879 0.636 0.789
O -1.191 0.274 -1.521
S 1.751 0.457 -0.356
S -1.017 0.054 -0.142
Cl 2.272 -1.326 0.237
Cl -0.922 -1.990 0.364

=====

No. 5
17
Properties=species:S:1:pos:R:3 method="wB97M-V/def2-TZVPD" homo_lumo_gap_ev=10.14 smiles="C1=CCCOCC1" total_charge=0 relative_energy_kcal_mol=28.1 homo_energy_ev=-9.012
C -0.971 -0.178 1.158
C 0.270 -1.137 1.058
C 1.379 -0.172 0.763
C 1.328 0.530 -0.366
C 0.393 0.165 -1.494
C -0.983 0.741 -1.087
O -0.984 0.979 0.313
H -1.913 -0.705 0.982
H -0.961 0.233 2.174
H 0.444 -1.672 2.006
H 0.129 -1.919 0.300
H 1.954 0.192 1.611
H 1.804 1.504 -0.418
H 0.767 0.567 -2.443
H 0.330 -0.923 -1.611
H -1.155 1.703 -1.594
H -1.830 0.089 -1.353

=====

No. 6
20
Properties=species:S:1:pos:R:3 method="wB97M-V/def2-TZVPD" homo_lumo_gap_ev="7.59 / 7.32" total_charge=0 relative_energy_kcal_mol=167.1 homo_energy_ev="-6.694 / -6.426"
C 1.974 -0.731 1.682
C 0.831 1.498 -1.335
C -1.308 -1.047 1.113
N 1.342 0.493 1.246
C 0.151 0.623 -0.402
C -0.569 -0.184 0.202
C -1.755 -0.033 -1.660
N -1.610 0.519 -2.770
H 0.928 0.998 2.027
H -2.390 0.425 -3.431
H -2.635 -0.642 -1.380
H 2.861 -0.518 2.298
H 1.346 -1.414 2.282
H 2.323 -1.291 0.810
H 1.739 1.015 -1.698
H 1.099 2.433 -0.844
H 0.175 1.721 -2.182
H -0.639 -1.776 1.575
H -1.803 -0.466 1.893
H -2.062 -1.623 0.573

=====

no.,calculated total energy (a.u.)
1,-669.0330
2,-1082.0126
3,-179.1141
4,-1942.3958
5,-309.7976
6,-345.0615